Entry from the Open Molecules 2025 dataset: a 12-piece molecular cluster, C48H88O24 overall at a distorted geometry (ωB97M-V with the def2-TZVPD basis set).

Structure (XYZ):
```
160
C48H88O24 | the Open Molecules 2025 dataset | ωB97M-V with the def2-TZVPD basis set
O -3.574 0.849 -4.827
C -2.475 0.818 -4.259
O -2.023 1.637 -3.289
C -2.984 2.515 -2.719
C -2.997 3.896 -3.355
C -1.374 -0.143 -4.631
H -2.752 2.555 -1.655
H -3.986 2.087 -2.672
H -3.417 3.902 -4.361
H -2.029 4.371 -3.512
H -3.661 4.549 -2.790
H -0.643 0.296 -5.310
H -1.664 -1.082 -5.103
H -0.763 -0.366 -3.756
O -4.184 2.873 2.881
C -3.936 2.086 3.797
O -4.090 2.363 5.071
C -4.751 3.530 5.541
C -5.260 3.257 6.898
C -3.409 0.700 3.528
H -5.548 3.836 4.863
H -4.033 4.350 5.531
H -6.106 2.570 6.873
H -5.657 4.157 7.369
H -4.428 2.925 7.520
H -3.018 0.588 2.517
H -4.277 0.041 3.530
H -2.706 0.413 4.310
O 2.600 4.323 -2.430
C 1.427 4.266 -2.766
O 0.757 3.182 -3.201
C 1.358 1.946 -3.161
C 2.282 1.737 -4.347
C 0.516 5.474 -2.694
H 0.518 1.257 -3.238
H 1.799 1.715 -2.191
H 1.861 2.069 -5.296
H 2.507 0.671 -4.384
H 3.198 2.293 -4.149
H -0.468 5.223 -2.296
H 0.418 5.791 -3.732
H 1.003 6.306 -2.184
O 4.823 0.834 3.853
C 3.668 0.719 4.308
O 3.080 1.639 5.035
C 3.829 2.836 5.365
C 3.043 3.607 6.412
C 2.743 -0.410 3.971
H 4.023 3.477 4.505
H 4.814 2.554 5.736
H 2.095 4.075 6.148
H 3.765 4.236 6.932
H 2.763 2.834 7.127
H 3.085 -1.070 3.174
H 1.817 0.053 3.628
H 2.547 -0.905 4.922
O 5.760 4.281 -0.129
C 5.896 3.815 1.004
O 4.959 3.373 1.789
C 3.557 3.535 1.492
C 3.106 2.527 0.402
C 7.317 3.549 1.517
H 3.328 4.559 1.199
H 2.904 3.350 2.344
H 3.514 2.783 -0.576
H 2.039 2.644 0.212
H 3.349 1.531 0.771
H 7.546 2.485 1.571
H 7.601 3.865 2.520
H 7.961 4.068 0.806
O 5.079 -3.044 -4.082
C 5.045 -3.469 -2.915
O 6.024 -4.137 -2.274
C 7.326 -4.137 -2.755
C 8.203 -3.035 -2.179
C 3.808 -3.214 -2.032
H 7.329 -4.026 -3.839
H 7.773 -5.087 -2.462
H 7.780 -2.032 -2.229
H 9.155 -3.073 -2.708
H 8.339 -3.300 -1.130
H 3.387 -4.139 -1.638
H 2.880 -2.818 -2.445
H 4.126 -2.639 -1.162
O -4.029 1.052 -0.256
C -5.154 0.674 0.066
O -6.304 1.353 0.214
C -6.258 2.798 0.261
C -6.035 3.532 -1.057
C -5.403 -0.872 0.295
H -5.520 3.143 0.985
H -7.173 3.180 0.712
H -6.771 3.370 -1.844
H -5.067 3.188 -1.421
H -5.807 4.593 -0.949
H -5.836 -1.383 -0.565
H -5.986 -1.016 1.205
H -4.411 -1.278 0.488
O -0.328 4.895 1.814
C -0.529 3.685 1.599
O -0.405 2.718 2.541
C 0.223 2.912 3.806
C -0.701 3.670 4.750
C -1.058 3.195 0.248
H 1.144 3.477 3.666
H 0.504 1.968 4.273
H -1.366 4.397 4.283
H -0.042 4.188 5.447
H -1.428 3.012 5.226
H -2.105 2.910 0.345
H -0.464 2.361 -0.124
H -0.988 3.926 -0.557
O -1.139 -7.966 1.132
C -0.092 -7.381 0.922
O 1.140 -8.018 0.767
C 2.162 -7.032 0.520
C 1.584 -5.753 0.936
C 0.068 -5.851 0.766
H 2.389 -7.016 -0.546
H 3.035 -7.092 1.171
H 2.027 -4.893 0.435
H 1.728 -5.640 2.010
H -0.224 -5.460 -0.209
H -0.494 -5.398 1.583
O -2.335 -4.017 0.189
C -3.360 -4.666 0.370
O -4.404 -4.006 0.853
C -5.621 -4.840 0.886
C -5.316 -6.033 -0.017
C -3.785 -6.071 0.117
H -6.528 -4.306 0.604
H -5.790 -5.170 1.911
H -5.621 -5.970 -1.062
H -5.879 -6.883 0.368
H -3.245 -6.367 -0.783
H -3.460 -6.640 0.988
O 0.211 -2.993 -3.657
C 0.241 -3.417 -4.766
O -0.802 -3.951 -5.393
C -0.483 -4.354 -6.740
C 0.779 -3.517 -7.051
C 1.420 -3.311 -5.705
H -1.240 -3.944 -7.408
H -0.444 -5.414 -6.991
H 0.492 -2.533 -7.420
H 1.384 -4.073 -7.768
H 1.873 -2.329 -5.566
H 2.255 -4.012 -5.685
O 2.522 -1.223 0.520
C 1.378 -1.120 0.193
O 0.987 -0.476 -0.918
C -0.384 -0.531 -1.103
C -0.913 -0.785 0.321
C 0.140 -1.633 0.938
H -0.681 -1.310 -1.805
H -0.704 0.453 -1.449
H -1.892 -1.264 0.285
H -0.953 0.118 0.930
H -0.015 -2.700 0.774
H 0.064 -1.375 1.994
```

Computed properties:
HOMO = -0.34928 Ha
Orbital gap = 9.88 eV
Electronic energy = -100343.5927 eV
Energy above the lowest of the compared OMol25 structures with the same formula, charge and spin = 15.7 kcal/mol
Strongest force on any atom = 0.0874 Eh/bohr
SMILES = CCOC(C)=O.CCOC(C)=O.CCOC(C)=O.CCOC(C)=O.CCOC(C)=O.CCOC(C)=O.CCOC(C)=O.CCOC(C)=O.O=C1CCCO1.O=C1CCCO1.O=C1CCCO1.O=C1CCCO1

Mulliken atomic charge list, values in e, 5 entries: O -0.6305; C 0.4854; O 0.1081; C 1.3049; C -1.4316